1.
Density functional theory data (ωB97M-V with the def2-TZVPD basis set) for 7 unconnected molecules or ions with the total composition C20H39Br12O5P in a non-equilibrium geometry.

Element x y z (Å)
C (3.676, 0.457, 0.204)
C (3.270, 0.329, -1.262)
O (3.828, -0.843, -1.862)
C (1.771, 0.316, -1.488)
O (1.213, -0.873, -0.934)
C (0.053, -1.313, -1.545)
O (-0.053, -2.724, -1.236)
C (-0.531, -2.796, 0.020)
O (-0.487, -3.745, 0.712)
O (-1.101, -1.617, 0.383)
C (-1.220, -0.853, -0.834)
P (-1.564, 0.942, -0.641)
C (-1.518, 1.423, -2.400)
C (-3.355, 0.884, -0.307)
H (4.695, 0.859, 0.263)
H (3.022, 1.146, 0.747)
H (3.672, -0.518, 0.699)
H (3.647, 1.214, -1.801)
H (4.746, -0.656, -2.091)
H (1.334, 1.203, -1.002)
H (1.552, 0.384, -2.564)
H (0.045, -1.156, -2.628)
H (-2.039, -1.324, -1.407)
H (-2.046, 2.383, -2.441)
H (-0.485, 1.603, -2.710)
H (-2.023, 0.726, -3.080)
H (-3.804, -0.004, -0.767)
H (-3.837, 1.779, -0.714)
H (-3.513, 0.823, 0.774)
Br (0.280, 0.107, -5.331)
C (0.045, -1.662, -6.105)
C (-1.393, -2.106, -6.062)
Br (-1.953, -2.638, -4.278)
H (0.705, -2.330, -5.559)
H (0.378, -1.580, -7.137)
H (-1.533, -2.984, -6.689)
H (-2.070, -1.319, -6.378)
Br (8.111, 1.570, -0.448)
C (8.339, 1.538, 1.484)
C (8.341, 0.133, 2.028)
Br (6.555, -0.627, 2.021)
H (7.530, 2.131, 1.897)
H (9.291, 2.025, 1.680)
H (8.675, 0.129, 3.063)
H (8.965, -0.533, 1.440)
Br (-5.009, -2.333, -1.106)
C (-6.937, -2.553, -0.993)
C (-7.662, -1.251, -1.204)
Br (-7.556, -0.084, 0.347)
H (-7.142, -2.985, -0.017)
H (-7.200, -3.264, -1.773)
H (-8.723, -1.435, -1.361)
H (-7.261, -0.692, -2.044)
Br (-1.117, 4.586, -0.005)
C (0.248, 3.787, 1.120)
C (1.585, 4.454, 0.953)
Br (2.446, 3.999, -0.736)
H (0.255, 2.731, 0.858)
H (-0.090, 3.913, 2.146)
H (2.265, 4.103, 1.724)
H (1.510, 5.536, 0.970)
Br (-4.702, -1.449, 2.679)
C (-3.500, -2.850, 3.291)
C (-3.988, -4.217, 2.903)
Br (-5.494, -4.807, 3.989)
H (-3.403, -2.731, 4.366)
H (-2.547, -2.657, 2.811)
H (-3.202, -4.952, 3.053)
H (-4.323, -4.246, 1.870)
Br (2.867, 1.957, 3.320)
C (2.217, 2.082, 5.147)
C (0.802, 2.590, 5.206)
Br (0.709, 4.504, 4.870)
H (2.907, 2.732, 5.677)
H (2.278, 1.074, 5.550)
H (0.390, 2.444, 6.202)
H (0.162, 2.110, 4.472)

Values from the calculation:
- E_LUMO (eV) = 0.320
- SMILES = C[C@@H](O)CO[C@H]1OC(=O)O[C@H]1P(C)C.BrCCBr.BrCCBr.BrCCBr.BrCCBr.BrCCBr.BrCCBr
- 2S+1 = 1
- HOMO level (eV) = -8.5363
- net charge = 0
- Kohn-Sham gap (Eh) = 0.3255

2.
Density functional theory data (ωB97M-V with the def2-TZVPD basis set) for a molecular structure, C20H39Cl2N6SbY in a non-equilibrium geometry.

Element x y z (Å)
Y (-0.587, 0.104, 1.228)
C (1.888, 2.713, -0.408)
N (2.667, 2.081, 0.652)
C (3.334, 2.994, 1.555)
C (2.583, 0.740, 0.724)
N (1.453, 0.085, 0.257)
C (1.637, -1.125, -0.472)
C (2.882, -1.475, -1.063)
C (3.093, -2.764, -1.540)
C (2.073, -3.684, -1.439)
C (0.750, -3.439, -0.974)
C (0.538, -2.044, -0.622)
N (-0.800, -1.567, -0.240)
C (-1.898, -2.095, -0.844)
N (-2.940, -2.476, -0.056)
C (-4.257, -1.893, -0.324)
C (-2.768, -3.040, 1.251)
N (-1.950, -2.260, -2.230)
C (-2.866, -3.170, -2.854)
C (-1.253, -1.282, -3.059)
N (3.668, 0.090, 1.271)
C (5.062, 0.299, 0.859)
C (3.421, -1.096, 2.098)
H (2.450, 3.669, -0.763)
H (0.899, 3.029, -0.021)
H (1.824, 2.010, -1.286)
H (2.615, 3.610, 2.073)
H (4.118, 3.590, 1.032)
H (3.872, 2.413, 2.328)
H (3.689, -0.736, -1.197)
H (4.119, -3.053, -1.768)
H (2.286, -4.699, -1.773)
H (-0.106, -4.141, -1.085)
H (-4.180, -1.455, -1.344)
H (-4.570, -1.226, 0.464)
H (-5.043, -2.665, -0.373)
H (-2.901, -2.284, 2.043)
H (-1.706, -3.403, 1.296)
H (-3.441, -3.874, 1.380)
H (-3.428, -3.628, -2.126)
H (-2.265, -3.955, -3.360)
H (-3.548, -2.729, -3.569)
H (-1.413, -0.231, -2.656)
H (-1.625, -1.292, -4.031)
H (-0.138, -1.388, -3.002)
H (5.275, 1.265, 0.378)
H (5.510, -0.596, 0.312)
H (5.615, 0.385, 1.791)
H (2.842, -1.874, 1.598)
H (2.852, -0.659, 2.943)
H (4.393, -1.520, 2.382)
Cl (-0.743, 1.904, 3.337)
C (0.167, 0.457, 4.206)
Cl (0.074, -1.357, 3.397)
H (-0.322, 0.250, 5.129)
H (1.224, 0.694, 4.176)
C (-1.171, 4.595, -1.075)
Sb (-2.023, 2.737, -0.256)
C (-2.836, 3.755, 1.473)
C (-3.688, 2.526, -1.671)
H (-1.816, 5.370, -0.616)
H (-1.349, 4.654, -2.168)
H (-0.143, 4.757, -0.862)
H (-3.595, 4.366, 0.912)
H (-2.253, 4.525, 2.009)
H (-3.342, 3.016, 2.112)
H (-4.584, 3.061, -1.280)
H (-3.971, 1.496, -1.611)
H (-3.354, 2.940, -2.645)

Values from the calculation:
- E_LUMO (eV) = -10.251
- 2S+1 = 1
- HOMO level (eV) = -16.1521
- net charge = +3
- Kohn-Sham gap (Eh) = 0.2169
- relative energy (zero: lowest compared OMol25 entry of this formula, charge and spin) (kJ/mol) = 222.9

3.
Density functional theory data (ωB97M-V with the def2-TZVPD basis set) for a molecular structure, C20H39GdN2O2P2Si in a non-equilibrium geometry.

Element x y z (Å)
C (4.582, 1.785, 0.347)
C (3.307, 1.230, 0.521)
N (2.400, 1.213, -0.506)
C (2.826, 1.565, -1.744)
C (4.113, 2.046, -1.979)
C (4.999, 2.193, -0.916)
C (2.912, 0.730, 1.870)
P (1.715, -0.654, 1.909)
Gd (0.042, 0.307, -0.106)
P (0.095, 1.415, -2.639)
C (1.921, 1.412, -2.965)
O (1.879, 2.511, 3.372)
O (-0.451, 2.126, 2.705)
H (5.238, 1.837, 1.216)
H (4.379, 2.314, -3.000)
H (5.993, 2.608, -1.072)
C (2.742, -2.152, 1.741)
C (1.226, -0.753, 3.660)
H (2.121, 2.242, -3.663)
H (2.156, 0.466, -3.487)
H (2.382, 1.732, 2.593)
H (3.799, 0.476, 2.472)
C (-0.536, 0.575, -4.129)
C (-0.308, 3.163, -2.969)
H (-0.656, 2.031, 1.579)
H (-1.238, 1.833, 3.199)
H (0.806, 2.389, 3.156)
H (2.130, 3.406, 3.088)
H (0.843, -1.098, -1.069)
H (-0.761, 2.030, 0.460)
H (3.334, -2.324, 2.652)
H (2.066, -3.004, 1.577)
H (3.412, -2.064, 0.875)
H (2.097, -0.983, 4.288)
H (0.759, 0.177, 4.008)
H (0.489, -1.561, 3.757)
H (-0.184, 3.387, -4.038)
H (-1.346, 3.349, -2.664)
H (0.352, 3.806, -2.372)
H (-0.408, 1.215, -5.013)
H (0.000, -0.374, -4.270)
H (-1.604, 0.358, -3.983)
C (-3.303, 1.465, -1.088)
Si (-3.447, -0.288, -0.441)
C (-4.653, -0.358, 0.983)
C (-4.035, -1.394, -1.828)
N (-1.884, -0.854, 0.107)
C (-1.646, -2.182, 0.477)
C (-1.848, -2.597, 1.818)
C (-1.651, -3.930, 2.167)
C (-1.212, -4.855, 1.212)
C (-0.960, -4.445, -0.103)
C (-1.174, -3.124, -0.476)
H (-4.331, 1.854, -1.158)
H (-2.852, 1.526, -2.088)
H (-2.744, 2.126, -0.414)
H (-5.670, -0.146, 0.623)
H (-4.660, -1.349, 1.455)
H (-4.402, 0.383, 1.754)
H (-3.361, -1.347, -2.695)
H (-4.096, -2.441, -1.504)
H (-5.037, -1.080, -2.156)
H (-2.169, -1.848, 2.546)
H (-1.846, -4.248, 3.193)
H (-1.063, -5.899, 1.493)
H (-0.602, -5.162, -0.846)
H (-0.981, -2.773, -1.493)

Values from the calculation:
- E_LUMO (spin up / spin down) (eV) = 0.418 / -0.019
- 2S+1 = 8
- HOMO level (spin up / spin down) (eV) = -7.2531 / -7.2549
- net charge = 0
- Kohn-Sham gap (spin up / spin down) (Eh) = 0.2819 / 0.2659

Question: What is the 2S+1 in the second record?
Answer: 1

Please write out number 2 again, unchanged.
Density functional theory data (ωB97M-V with the def2-TZVPD basis set) for a molecular structure, C20H39Cl2N6SbY in a non-equilibrium geometry.

Element x y z (Å)
Y (-0.587, 0.104, 1.228)
C (1.888, 2.713, -0.408)
N (2.667, 2.081, 0.652)
C (3.334, 2.994, 1.555)
C (2.583, 0.740, 0.724)
N (1.453, 0.085, 0.257)
C (1.637, -1.125, -0.472)
C (2.882, -1.475, -1.063)
C (3.093, -2.764, -1.540)
C (2.073, -3.684, -1.439)
C (0.750, -3.439, -0.974)
C (0.538, -2.044, -0.622)
N (-0.800, -1.567, -0.240)
C (-1.898, -2.095, -0.844)
N (-2.940, -2.476, -0.056)
C (-4.257, -1.893, -0.324)
C (-2.768, -3.040, 1.251)
N (-1.950, -2.260, -2.230)
C (-2.866, -3.170, -2.854)
C (-1.253, -1.282, -3.059)
N (3.668, 0.090, 1.271)
C (5.062, 0.299, 0.859)
C (3.421, -1.096, 2.098)
H (2.450, 3.669, -0.763)
H (0.899, 3.029, -0.021)
H (1.824, 2.010, -1.286)
H (2.615, 3.610, 2.073)
H (4.118, 3.590, 1.032)
H (3.872, 2.413, 2.328)
H (3.689, -0.736, -1.197)
H (4.119, -3.053, -1.768)
H (2.286, -4.699, -1.773)
H (-0.106, -4.141, -1.085)
H (-4.180, -1.455, -1.344)
H (-4.570, -1.226, 0.464)
H (-5.043, -2.665, -0.373)
H (-2.901, -2.284, 2.043)
H (-1.706, -3.403, 1.296)
H (-3.441, -3.874, 1.380)
H (-3.428, -3.628, -2.126)
H (-2.265, -3.955, -3.360)
H (-3.548, -2.729, -3.569)
H (-1.413, -0.231, -2.656)
H (-1.625, -1.292, -4.031)
H (-0.138, -1.388, -3.002)
H (5.275, 1.265, 0.378)
H (5.510, -0.596, 0.312)
H (5.615, 0.385, 1.791)
H (2.842, -1.874, 1.598)
H (2.852, -0.659, 2.943)
H (4.393, -1.520, 2.382)
Cl (-0.743, 1.904, 3.337)
C (0.167, 0.457, 4.206)
Cl (0.074, -1.357, 3.397)
H (-0.322, 0.250, 5.129)
H (1.224, 0.694, 4.176)
C (-1.171, 4.595, -1.075)
Sb (-2.023, 2.737, -0.256)
C (-2.836, 3.755, 1.473)
C (-3.688, 2.526, -1.671)
H (-1.816, 5.370, -0.616)
H (-1.349, 4.654, -2.168)
H (-0.143, 4.757, -0.862)
H (-3.595, 4.366, 0.912)
H (-2.253, 4.525, 2.009)
H (-3.342, 3.016, 2.112)
H (-4.584, 3.061, -1.280)
H (-3.971, 1.496, -1.611)
H (-3.354, 2.940, -2.645)

Values from the calculation:
- E_LUMO (eV) = -10.251
- 2S+1 = 1
- HOMO level (eV) = -16.1521
- net charge = +3
- Kohn-Sham gap (Eh) = 0.2169
- relative energy (zero: lowest compared OMol25 entry of this formula, charge and spin) (kJ/mol) = 222.9